Entry from the OMol25 dataset: a structure of composition C19H14AlBrN5O2S at a distorted geometry (the ωB97M-V functional and the def2-TZVPD basis).

Its LUMO energy is -4.432 eV. As for the HOMO energy: -0.4229 Eh. Its largest force on an atom is 1.483 eV Å⁻¹. The net charge is +1.

CARTESIAN COORDINATES (ANGSTROEM)
1 Al 0.977 -0.683 -0.896
2 N -0.844 0.086 -4.611
3 C -0.321 0.049 -3.392
4 S 0.894 -1.182 -3.096
5 N -0.710 0.940 -2.514
6 N -0.138 0.846 -1.324
7 C -0.298 1.742 -0.387
8 C -1.191 2.890 -0.508
9 C -0.758 4.174 -0.164
10 C -1.603 5.257 -0.316
11 C -2.887 5.074 -0.805
12 C -3.321 3.804 -1.153
13 C -2.480 2.717 -1.019
14 C 0.547 1.508 0.776
15 C 0.479 2.233 1.965
16 C 1.370 1.948 2.984
17 C 2.319 0.949 2.800
18 C 2.305 0.240 1.614
19 N 1.443 0.506 0.633
20 H -0.557 -0.582 -5.305
21 H -1.533 0.784 -4.838
22 H 0.257 4.325 0.174
23 H -1.255 6.246 -0.061
24 H -3.549 5.920 -0.915
25 H -4.317 3.662 -1.541
26 H -2.818 1.726 -1.280
27 H -0.272 2.998 2.092
28 H 1.324 2.489 3.916
29 H 3.046 0.718 3.559
30 H 3.001 -0.566 1.423
31 Br -0.813 -6.337 3.518
32 C 0.200 -5.725 2.045
33 C 1.004 -6.604 1.318
34 N 1.733 -6.211 0.295
35 C 1.731 -4.945 -0.055
36 C 0.962 -3.985 0.616
37 C 0.167 -4.387 1.687
38 C 0.980 -2.615 0.131
39 O -0.069 -1.895 0.095
40 O 2.046 -2.121 -0.347
41 H 1.056 -7.655 1.569
42 H 2.328 -4.666 -0.911
43 H -0.432 -3.671 2.228

Atomic forces in eV per Å
Al -0.171 0.315 -0.220
N -0.134 0.020 -0.150
C 0.583 -0.351 0.294
S 0.157 0.070 0.225
N -1.063 0.723 -0.739
N 0.470 0.059 1.091
C -0.397 -0.359 -1.249
C -0.210 0.352 -0.093
C 0.023 -0.209 -0.116
C -0.017 0.068 0.000
C 0.046 -0.049 0.025
C -0.044 0.021 -0.014
C 0.098 -0.053 0.209
C 0.478 0.092 0.965
C -0.160 -0.155 -0.380
C 0.238 -0.335 -0.135
C -0.179 0.179 -0.013
C 0.203 -0.123 0.053
N 0.047 0.058 -0.078
H -0.037 0.055 -0.012
H -0.010 0.018 0.006
H 0.069 0.055 0.074
H 0.034 0.100 0.022
H -0.034 0.060 -0.018
H -0.116 -0.020 -0.019
H -0.034 -0.015 -0.068
H -0.026 -0.020 -0.071
H 0.002 0.099 0.082
H 0.064 -0.060 0.065
H -0.008 -0.012 0.045
Br 0.118 0.019 -0.186
C -0.016 0.185 0.083
C -0.404 0.069 0.444
N 0.418 -0.412 -0.428
C -0.227 0.639 0.193
C 0.105 -0.750 0.125
C 0.102 -0.209 -0.134
C -0.347 -1.047 0.430
O 0.096 0.397 -0.094
O 0.378 0.507 -0.324
H -0.072 -0.053 0.120
H 0.099 0.054 -0.047
H -0.120 0.018 0.037

---

Entry from the OMol25 dataset: the ion C9H7O3S with charge -1 at a distorted geometry (the ωB97M-V functional and the def2-TZVPD basis).

Its LUMO energy is 3.119 eV. As for the HOMO energy: -0.1154 Eh. Its largest force on an atom is 3.549 eV Å⁻¹. The value obtained for the relative energy (zero: lowest compared OMol25 entry of this formula, charge and spin) is 12.3 kcal/mol. The net charge is -1. As for the SMILES: CC#C[C@]1([O-])O[C@]1(O)c1cccs1.

CARTESIAN COORDINATES (ANGSTROEM)
1 C -2.577 2.213 -0.474
2 C -1.167 2.038 -0.339
3 C 0.019 1.817 -0.377
4 C 1.367 1.623 -0.108
5 O 2.107 2.349 0.628
6 O 2.000 0.879 -1.203
7 C 1.840 0.082 -0.034
8 O 2.822 0.157 0.898
9 C 0.989 -1.060 0.012
10 C 0.641 -1.958 0.961
11 C -0.299 -2.934 0.578
12 C -0.745 -2.769 -0.764
13 S 0.078 -1.392 -1.440
14 H -3.251 1.219 -0.589
15 H -2.593 2.923 -1.286
16 H -2.901 2.703 0.525
17 H 2.877 1.113 1.056
18 H 0.872 -1.853 2.018
19 H -0.675 -3.783 1.278
20 H -1.404 -3.366 -1.345

Atomic forces in eV per Å
C -1.791 -0.722 2.026
C 1.492 -1.468 -0.207
C -2.568 1.126 0.435
C 1.689 -1.856 -0.062
O -0.326 1.632 0.083
O 0.538 -1.037 -0.462
C -0.165 2.801 1.198
O 1.099 -3.367 -0.222
C -0.948 -0.347 -2.123
C -0.292 -0.343 1.808
C -1.791 -1.457 -1.396
C 1.854 0.720 2.527
S -0.140 -0.582 0.097
H 1.764 2.309 -0.089
H -1.337 0.167 -0.391
H -0.010 -0.537 -1.765
H 0.014 1.544 0.421
H 0.598 -0.010 -0.269
H 0.704 1.713 -1.370
H -0.384 -0.284 -0.239

---

Entry from the OMol25 dataset: a cluster of 4 separate species, C46H31NO9 in total at a distorted geometry (the ωB97M-V functional and the def2-TZVPD basis).

Its LUMO energy is -1.220 eV. As for the HOMO energy: -0.3577 Eh. Its largest force on an atom is 4.736 eV Å⁻¹. The value obtained for the relative energy (zero: lowest compared OMol25 entry of this formula, charge and spin) is 0.0 kcal/mol. The net charge is 0. As for the SMILES: O=C1c2ccccc2C(=O)c2ccccc21.O=C1c2ccccc2C(=O)c2ccccc21.O=C1c2ccccc2C(=O)c2ccccc21.C[C@@]1(N)COC(=O)O1.

CARTESIAN COORDINATES (ANGSTROEM)
1 O -0.227 -1.094 1.347
2 C -1.070 -1.819 0.847
3 C -2.441 -1.315 0.603
4 C -2.759 0.003 0.931
5 C -4.032 0.497 0.669
6 C -4.991 -0.323 0.077
7 C -4.682 -1.643 -0.235
8 C -3.408 -2.143 0.033
9 C -3.094 -3.555 -0.286
10 O -3.954 -4.294 -0.733
11 C -1.718 -4.052 -0.061
12 C -1.400 -5.370 -0.391
13 C -0.103 -5.837 -0.215
14 C 0.881 -4.990 0.291
15 C 0.564 -3.681 0.635
16 C -0.738 -3.210 0.465
17 H -2.015 0.648 1.387
18 H -4.277 1.524 0.920
19 H -5.980 0.066 -0.139
20 H -5.435 -2.278 -0.691
21 H -2.161 -6.033 -0.790
22 H 0.144 -6.861 -0.476
23 H 1.896 -5.352 0.420
24 H 1.335 -3.027 1.032
25 O -2.110 -3.784 -8.314
26 C -1.372 -3.759 -7.345
27 C 0.067 -4.080 -7.486
28 C 0.583 -4.391 -8.745
29 C 1.940 -4.655 -8.893
30 C 2.786 -4.607 -7.787
31 C 2.272 -4.314 -6.529
32 C 0.910 -4.056 -6.375
33 C 0.369 -3.762 -5.028
34 O 1.096 -3.794 -4.049
35 C -1.065 -3.422 -4.890
36 C -1.579 -3.108 -3.631
37 C -2.917 -2.755 -3.495
38 C -3.745 -2.714 -4.615
39 C -3.239 -3.040 -5.868
40 C -1.898 -3.400 -6.008
41 H -0.070 -4.425 -9.610
42 H 2.341 -4.893 -9.873
43 H 3.847 -4.800 -7.906
44 H 2.935 -4.283 -5.671
45 H -0.938 -3.134 -2.756
46 H -3.314 -2.508 -2.518
47 H -4.787 -2.429 -4.509
48 H -3.891 -3.009 -6.736
49 O 4.558 1.979 7.411
50 C 3.762 2.654 6.782
51 C 2.815 2.017 5.839
52 C 2.820 0.629 5.687
53 C 1.907 0.020 4.834
54 C 0.985 0.792 4.131
55 C 0.989 2.175 4.267
56 C 1.907 2.791 5.116
57 C 1.914 4.266 5.239
58 O 1.157 4.946 4.565
59 C 2.847 4.903 6.195
60 C 2.838 6.290 6.347
61 C 3.687 6.894 7.267
62 C 4.547 6.116 8.039
63 C 4.568 4.735 7.880
64 C 3.722 4.125 6.954
65 H 3.532 0.022 6.237
66 H 1.910 -1.059 4.720
67 H 0.265 0.316 3.474
68 H 0.272 2.772 3.713
69 H 2.167 6.901 5.752
70 H 3.676 7.973 7.386
71 H 5.202 6.587 8.763
72 H 5.243 4.135 8.482
73 C 0.269 5.935 0.350
74 C -0.174 4.644 -0.502
75 N 0.706 4.121 -1.562
76 C -0.548 3.571 0.640
77 O -2.003 3.713 0.748
78 C -2.474 4.645 -0.213
79 O -3.546 5.252 -0.313
80 O -1.442 4.889 -1.161
81 H -0.210 6.863 -0.104
82 H 1.408 6.018 0.331
83 H -0.054 5.826 1.438
84 H 1.628 3.836 -1.216
85 H 0.758 4.738 -2.380
86 H 0.006 3.665 1.645
87 H -0.170 2.566 0.218

Atomic forces in eV per Å
O -0.125 -0.126 -0.035
C 0.552 0.496 0.327
C -0.249 0.241 -0.005
C -0.227 0.116 -0.054
C 0.127 -0.100 0.009
C 0.153 -0.167 -0.002
C -0.136 0.223 0.034
C -0.148 0.308 0.057
C -0.680 -0.664 -0.192
O 0.213 0.193 0.122
C 0.274 -0.209 0.026
C 0.190 -0.134 -0.017
C -0.127 0.161 0.015
C -0.149 0.161 0.027
C 0.128 -0.217 -0.036
C 0.220 -0.284 -0.076
H -0.005 -0.176 -0.089
H 0.064 -0.092 -0.031
H 0.100 -0.044 0.028
H 0.197 -0.059 0.082
H -0.012 0.225 0.046
H -0.035 0.110 0.016
H -0.104 0.053 -0.016
H -0.219 0.034 -0.037
O 0.197 0.002 0.232
C -0.593 -0.011 -0.728
C 0.345 -0.093 -0.126
C 0.218 -0.046 -0.089
C -0.157 0.051 0.110
C -0.165 0.039 0.130
C 0.172 -0.061 -0.186
C 0.209 -0.063 -0.305
C 0.549 -0.008 0.794
O -0.178 -0.001 -0.251
C -0.307 0.077 0.130
C -0.225 0.089 0.082
C 0.197 -0.030 -0.177
C 0.179 -0.071 -0.148
C -0.166 0.064 0.195
C -0.221 0.124 0.281
H -0.047 0.062 0.213
H -0.052 0.026 0.095
H -0.107 0.013 0.023
H -0.228 0.019 -0.010
H 0.069 -0.038 -0.207
H 0.010 0.023 -0.222
H 0.104 -0.038 -0.017
H 0.220 -0.073 0.018
O -0.194 0.184 -0.154
C 0.596 -0.559 0.468
C -0.172 -0.240 -0.189
C -0.145 -0.154 -0.132
C 0.105 0.189 0.116
C -0.029 0.130 0.013
C -0.012 -0.259 -0.065
C -0.063 -0.292 -0.065
C -0.591 0.500 -0.508
O 0.201 -0.162 0.113
C 0.173 0.254 0.196
C 0.111 0.160 0.142
C -0.072 -0.163 -0.092
C -0.067 -0.187 -0.105
C 0.054 0.236 0.081
C 0.053 0.371 0.133
H -0.038 0.225 0.014
H -0.004 0.113 0.007
H 0.114 0.023 0.016
H 0.134 0.050 0.179
H 0.019 -0.226 0.014
H -0.008 -0.111 -0.019
H -0.060 -0.061 -0.075
H -0.140 -0.064 -0.175
C 0.206 0.210 -0.675
C 0.215 0.181 1.411
N -0.422 0.205 1.046
C 1.329 -1.085 -1.645
O -0.044 1.358 -1.103
C -0.384 1.692 -1.239
O 3.451 -3.053 1.093
O -0.711 -0.489 2.483
H 0.799 -1.080 0.599
H -1.555 -0.013 0.024
H 0.325 0.281 -1.524
H -0.529 0.442 -0.276
H 0.099 -0.224 0.711
H -1.320 0.463 -1.489
H -1.448 1.048 0.633

---

Entry from the OMol25 dataset: a structure of composition C3H9N3O at a distorted geometry (the ωB97M-V functional and the def2-TZVPD basis).

Its LUMO energy is 0.804 eV. As for the HOMO energy: -0.2893 Eh. Its largest force on an atom is 4.989 eV Å⁻¹. The value obtained for the relative energy (zero: lowest compared OMol25 entry of this formula, charge and spin) is 117.7 kcal/mol. The net charge is 0.

CARTESIAN COORDINATES (ANGSTROEM)
1 C -1.362 -0.344 1.030
2 C 0.760 1.496 -1.370
3 N 0.060 -1.052 1.637
4 C -0.365 -0.151 -0.067
5 N -0.402 -1.058 -1.129
6 O 0.986 -0.145 2.229
7 N 0.094 1.093 -0.146
8 H 0.803 0.703 1.742
9 H 0.572 -1.865 1.298
10 H 0.429 -1.049 -1.707
11 H -0.677 -2.001 -0.879
12 H -2.169 -1.046 0.823
13 H -1.560 0.537 1.637
14 H 0.199 1.228 -2.273
15 H 0.863 2.585 -1.374
16 H 1.770 1.069 -1.448

Atomic forces in eV per Å
C 4.486 -2.087 -0.235
C 0.519 -0.178 0.227
N -1.263 0.434 1.881
C -2.615 3.917 -1.645
N 0.373 -0.194 0.301
O -1.335 0.066 -0.419
N -0.341 -1.616 0.104
H 0.530 -0.404 -0.227
H -0.662 0.472 -0.341
H -0.103 -0.024 0.064
H 0.061 0.188 -0.101
H 0.264 -0.097 0.539
H 0.048 -0.322 -0.099
H -0.039 -0.096 0.064
H 0.047 -0.150 0.072
H 0.031 0.093 -0.183

---

Entry from the OMol25 dataset: the molecule C21H25FN2O5S at a distorted geometry (the ωB97M-V functional and the def2-TZVPD basis).

Its LUMO energy is 0.476 eV. As for the HOMO energy: -0.3212 Eh. Its largest force on an atom is 1.158 eV Å⁻¹. The value obtained for the relative energy (zero: lowest compared OMol25 entry of this formula, charge and spin) is 0.9 kcal/mol. The net charge is 0. As for the SMILES: CCOc1ccc(S(=O)(=O)N(CC(=O)NC[C@@H]2CCCO2)c2ccc(F)cc2)cc1.

CARTESIAN COORDINATES (ANGSTROEM)
1 C -7.061 -2.120 -0.403
2 C -6.711 -1.141 0.714
3 O -5.931 -0.050 0.254
4 C -4.616 -0.208 -0.002
5 C -3.873 -1.363 0.245
6 C -2.518 -1.384 -0.040
7 C -1.907 -0.270 -0.576
8 S -0.151 -0.251 -0.865
9 O 0.143 0.433 -2.083
10 O 0.371 -1.584 -0.693
11 N 0.431 0.660 0.404
12 C 0.405 0.056 1.720
13 C 1.856 -0.292 2.111
14 O 2.425 0.237 3.040
15 N 2.383 -1.220 1.296
16 C 3.797 -1.490 1.229
17 C 4.492 -0.612 0.162
18 C 3.998 -0.897 -1.260
19 C 4.871 -2.085 -1.664
20 C 6.164 -1.841 -0.872
21 O 5.880 -0.876 0.131
22 C 0.486 2.056 0.247
23 C -0.346 2.911 0.965
24 C -0.279 4.278 0.767
25 C 0.614 4.775 -0.165
26 F 0.673 6.107 -0.366
27 C 1.442 3.944 -0.897
28 C 1.380 2.580 -0.682
29 C -2.629 0.885 -0.830
30 C -3.976 0.916 -0.545
31 H -6.165 -2.564 -0.829
32 H -7.594 -1.600 -1.194
33 H -7.694 -2.910 -0.011
34 H -6.210 -1.652 1.544
35 H -7.622 -0.674 1.097
36 H -4.331 -2.246 0.659
37 H -1.930 -2.272 0.135
38 H -0.201 -0.851 1.676
39 H -0.007 0.737 2.466
40 H 1.809 -1.541 0.523
41 H 4.236 -1.261 2.202
42 H 3.950 -2.547 1.002
43 H 4.365 0.437 0.450
44 H 4.215 -0.039 -1.897
45 H 2.933 -1.111 -1.314
46 H 4.405 -3.023 -1.363
47 H 5.053 -2.122 -2.736
48 H 6.958 -1.430 -1.505
49 H 6.538 -2.758 -0.402
50 H -1.054 2.513 1.677
51 H -0.913 4.954 1.319
52 H 2.127 4.366 -1.615
53 H 2.011 1.907 -1.238
54 H -2.124 1.736 -1.258
55 H -4.568 1.797 -0.731

Atomic forces in eV per Å
C 0.185 0.328 0.184
C -0.277 -0.388 0.007
O 0.118 0.223 -0.112
C 0.324 0.074 -0.072
C -0.290 0.030 0.082
C 0.111 -0.051 -0.037
C 0.758 -0.234 -0.145
S -0.276 0.078 0.194
O -0.220 0.244 0.072
O -0.397 -0.065 0.209
N -0.365 -0.729 -0.822
C 0.351 -0.160 0.394
C -0.599 -0.100 0.018
O 0.150 0.248 0.249
N 0.165 -0.362 -0.358
C 0.415 0.300 -0.003
C -0.483 -0.013 0.147
C 0.201 0.075 0.174
C 0.070 0.049 0.131
C 0.248 -0.211 -0.243
O 0.013 0.059 0.172
C 0.136 0.811 -0.231
C 0.111 -0.194 -0.100
C 0.102 0.204 -0.089
C -0.037 -0.138 0.007
F 0.008 -0.137 0.021
C -0.074 0.210 0.052
C -0.079 0.128 0.219
C -0.150 0.129 -0.061
C -0.078 -0.118 0.068
H 0.033 -0.088 -0.047
H -0.060 0.015 -0.073
H -0.065 -0.109 0.024
H -0.036 0.110 -0.033
H 0.161 -0.097 0.028
H -0.076 -0.064 0.019
H 0.009 -0.132 0.046
H -0.003 0.029 0.183
H 0.044 -0.100 -0.115
H 0.092 0.072 0.211
H -0.008 -0.131 -0.111
H 0.048 -0.010 0.041
H -0.038 -0.088 -0.033
H -0.057 0.035 -0.007
H -0.048 0.038 -0.054
H -0.001 -0.037 -0.038
H -0.022 -0.062 -0.027
H -0.055 -0.090 0.043
H -0.015 0.078 -0.076
H -0.066 -0.052 0.067
H -0.044 0.082 0.044
H 0.064 0.062 -0.068
H 0.103 -0.043 -0.043
H -0.044 0.180 -0.072
H -0.057 0.111 -0.038

---

| no. | frontier orbital gap (Eh) | electronic energy (Ha) |
| --- | --- | --- |
| 1 | 0.2600 | -4371.3343 |
| 2 | 0.2300 | -970.9678 |
| 3 | 0.3129 | -2503.4979 |
| 4 | 0.3188 | -359.0568 |
| 5 | 0.3387 | -1798.9843 |